Below is a single C6H8OS molecule, with properties calculated with the ωB97M-V functional and the def2-TZVPD basis.

The LUMO energy comes out at -1.032 eV. The HOMO-LUMO gap comes out at 7.8 eV. The energy above the lowest of the compared OMol25 structures with the same formula, charge and spin is 82.2 kJ/mol. Its SMILES is O=C1CCCCC1=S.

Each line ends with the Mulliken charge.
CARTESIAN COORDINATES (ANGSTROEM)
C -0.85958 0.25350 1.20268  0.041
C 0.45616 -0.48490 1.28679  -0.459
C 1.37813 0.00643 0.18549  -0.596
C 0.66207 0.55882 -1.04644  -0.548
C -0.68618 -0.24949 -1.26436  -0.635
C -1.64408 -0.03256 -0.08888  0.470
H 0.25159 -1.56345 1.11907  0.263
H 0.90098 -0.41700 2.32159  0.332
H 2.11788 0.72503 0.56748  0.313
H 2.00499 -0.84130 -0.16215  0.265
H 1.29817 0.53780 -1.91560  0.376
H 0.29734 1.62332 -0.93023  0.285
H -1.21557 0.12100 -2.19263  0.309
H -0.56260 -1.36379 -1.25398  0.309
O -2.84207 0.00356 -0.23044  -0.524
S -1.55723 1.12302 2.40161  -0.202